The following is a DFT calculation (wB97M-V/def2-TZVPD) of 10 unconnected molecules or ions with the total composition C47H106N9O14P at a distorted geometry.

Geometry as XYZ:
```
177
Properties=species:S:1:pos:R:3:forces:R:3:lowdin_charge:R:1
C 11.1305 -5.7951 -0.0633 -0.206 -0.034 -0.088 -0.110
C 10.0195 -4.7837 0.2448 0.247 0.334 0.051 -0.249
C 10.1968 -3.4341 -0.4859 0.033 -0.588 -0.412 -0.211
C 8.9841 -3.0454 -1.3346 0.314 0.269 0.270 -0.230
C 7.8352 -2.4522 -0.5143 0.483 0.000 -1.032 -0.219
C 6.7065 -1.9841 -1.4229 -0.791 -0.129 0.453 -0.219
C 5.3940 -1.6803 -0.6831 0.419 -0.158 -0.272 -0.239
C 4.2535 -1.4405 -1.6648 0.342 0.592 0.188 -0.213
C 2.9696 -0.9031 -1.0332 -0.255 -0.621 -0.156 -0.213
C 2.6119 -1.5076 0.3199 -0.862 0.299 0.309 -0.214
C 1.1560 -1.1337 0.7027 0.126 0.061 -0.669 -0.197
C 0.1394 -2.2356 0.3537 0.131 0.223 0.521 -0.193
C -0.2714 -3.1131 1.5663 0.336 0.445 -0.741 -0.184
C -1.7729 -3.1552 1.8012 0.134 -0.334 0.149 -0.179
C -2.5599 -3.7850 0.6550 -0.105 -0.063 0.729 -0.203
O -3.0745 -2.8258 -0.3019 0.067 -0.072 -0.068 -0.179
P -2.8736 -3.2483 -1.8166 0.976 -0.371 -0.313 0.403
O -1.4830 -3.5172 -2.1876 -0.102 0.003 0.066 -0.209
O -3.5847 -2.1064 -2.6226 -0.096 -0.029 0.123 -0.153
C -2.8630 -0.8453 -2.6855 -0.429 0.920 0.049 -0.208
C -2.5417 -0.4664 -4.1091 0.513 -1.082 -0.470 -0.211
C -1.5328 -1.4246 -4.7614 -0.339 -0.143 0.642 -0.090
O -3.8673 -4.5140 -2.0598 -0.096 0.436 -0.095 -0.146
O -3.1041 -5.7345 -2.0310 -0.257 -0.164 0.226 -0.128
C -3.2377 -6.3451 -3.3172 0.328 0.472 -0.277 -0.229
C -2.1196 -5.9644 -4.2752 -0.194 -0.449 -0.120 -0.069
H 12.0532 -5.2918 -0.3472 0.116 0.052 0.134 0.063
H 11.3325 -6.4204 0.8039 0.064 -0.132 -0.002 0.062
H 10.8676 -6.4515 -0.8926 -0.016 -0.033 -0.074 0.066
H 10.0125 -4.6175 1.3182 -0.202 0.099 0.073 0.074
H 9.0465 -5.1862 -0.0380 -0.059 -0.200 0.131 0.099
H 11.0440 -3.5477 -1.1665 0.087 0.109 -0.018 0.095
H 10.4651 -2.6441 0.2141 -0.087 0.090 0.089 0.103
H 8.6443 -3.9265 -1.8837 -0.089 -0.056 -0.047 0.111
H 9.3105 -2.3231 -2.0875 -0.127 0.125 -0.041 0.109
H 8.2551 -1.5891 0.0038 -0.149 -0.079 0.470 0.114
H 7.4941 -3.2224 0.1772 -0.139 0.185 0.319 0.114
H 6.9810 -1.0811 -1.9694 0.260 -0.045 -0.157 0.116
H 6.4753 -2.7612 -2.1566 0.154 -0.043 -0.137 0.114
H 5.1727 -2.5226 -0.0248 -0.114 0.009 0.122 0.110
H 5.5421 -0.8007 -0.0539 -0.111 0.088 0.094 0.104
H 4.6152 -0.6972 -2.3811 -0.068 -0.041 -0.181 0.110
H 4.0738 -2.3482 -2.2409 -0.131 -0.149 0.078 0.114
H 2.1407 -1.1437 -1.7063 -0.052 0.109 -0.083 0.109
H 2.9741 0.1841 -0.9526 0.188 0.096 0.080 0.114
H 2.6490 -2.5962 0.2646 0.366 -0.103 0.118 0.113
H 3.2713 -1.1485 1.1085 0.321 -0.163 -0.063 0.097
H 1.0786 -0.8201 1.7430 -0.050 -0.141 0.136 0.102
H 0.8866 -0.2560 0.1103 0.050 0.181 0.107 0.100
H -0.7377 -1.7609 -0.0779 -0.183 -0.082 -0.019 0.084
H 0.5635 -2.8666 -0.4235 -0.094 0.001 -0.216 0.103
H 0.2478 -2.7175 2.4376 -0.110 -0.141 0.253 0.104
H 0.1038 -4.1217 1.3909 -0.079 -0.154 0.206 0.112
H -2.1502 -2.1696 2.0746 -0.113 0.125 -0.231 0.105
H -1.9639 -3.7949 2.6666 -0.028 0.011 0.093 0.118
H -3.4193 -4.3098 1.0690 -0.173 0.001 -0.138 0.122
H -1.9249 -4.5246 0.1711 0.010 -0.006 -0.258 0.118
H -1.9756 -0.8499 -2.0556 0.149 -0.300 0.011 0.115
H -3.5348 -0.0873 -2.2830 -0.106 -0.096 0.167 0.106
H -3.4672 -0.5372 -4.6805 -0.114 0.492 -0.040 0.098
H -2.1205 0.5358 -4.1273 -0.317 0.249 0.074 0.117
H -1.9683 -2.4215 -4.7991 0.001 -0.094 -0.214 0.056
H -0.6582 -1.5316 -4.1219 0.237 0.128 -0.151 0.072
H -1.2570 -1.1062 -5.7614 0.081 0.031 -0.069 0.070
H -4.2004 -6.0425 -3.7211 -0.195 -0.277 0.030 0.120
H -3.2224 -7.4145 -3.1214 -0.083 -0.064 0.191 0.122
H -1.1709 -5.8882 -3.7545 0.051 0.190 0.083 0.078
H -2.3431 -5.0540 -4.8223 0.148 0.214 0.107 0.065
H -2.0228 -6.7711 -5.0044 -0.012 0.035 -0.124 0.075
C -5.7327 0.9988 -0.2987 0.316 -0.166 0.066 -0.067
N -4.5363 1.6528 0.1963 -0.160 0.038 -0.024 0.005
C -4.3100 2.9877 0.3591 0.039 0.080 0.002 -0.548
C -5.4319 3.9259 -0.0125 0.123 0.046 0.021 -0.010
O -3.2365 3.3808 0.7839 -0.008 -0.007 -0.018 0.030
H -6.1226 0.3150 0.4589 -0.128 0.065 -0.135 0.059
H -5.4928 0.4248 -1.1958 -0.183 -0.021 -0.043 0.072
H -6.5015 1.7203 -0.5497 0.035 0.059 -0.015 0.079
H -3.7507 1.0785 0.4559 0.051 -0.015 -0.026 0.121
H -5.1139 4.9479 0.1639 0.016 0.005 0.018 0.075
H -5.6913 3.8182 -1.0667 -0.107 -0.022 0.023 0.084
H -6.3169 3.7290 0.5932 -0.062 -0.001 -0.080 0.088
C 10.3868 -4.8540 6.2091 -0.331 0.128 -0.237 -0.076
N 9.9370 -4.1549 5.0189 0.111 0.110 -0.055 0.030
C 10.6963 -3.5628 4.0723 -0.257 -0.166 0.230 -0.535
C 12.1963 -3.6222 4.2289 -0.007 0.069 -0.111 -0.002
O 10.1677 -3.0027 3.1153 -0.062 0.197 -0.172 -0.003
H 10.0316 -5.8857 6.1798 0.080 -0.035 0.070 0.082
H 9.9742 -4.3717 7.0969 0.082 -0.052 0.068 0.088
H 11.4654 -4.8604 6.2862 0.033 -0.019 0.016 0.047
H 8.9374 -4.0976 4.8493 -0.062 -0.136 0.018 0.101
H 12.6497 -3.1058 3.3882 -0.048 0.015 -0.028 0.080
H 12.5075 -3.1358 5.1534 0.037 -0.083 0.038 0.086
H 12.5426 -4.6558 4.2383 0.029 0.005 0.092 0.087
C -7.1445 1.0972 -7.8429 -0.017 0.295 0.092 -0.077
N -7.0153 1.7192 -6.5392 0.019 -0.117 -0.011 0.006
C -6.7949 1.1219 -5.3381 -0.004 0.033 0.079 -0.556
C -6.6608 -0.3834 -5.3225 0.029 0.024 0.064 -0.011
O -6.7080 1.7855 -4.3184 0.035 -0.017 0.028 0.025
H -6.3757 1.4751 -8.5190 0.004 -0.083 -0.045 0.082
H -8.1215 1.3231 -8.2733 -0.002 -0.085 -0.044 0.083
H -7.0399 0.0207 -7.7660 0.004 -0.019 0.016 0.070
H -7.0947 2.7219 -6.4793 -0.011 0.018 -0.009 0.137
H -6.4876 -0.6989 -4.2982 0.013 0.041 0.026 0.077
H -7.5702 -0.8620 -5.6869 0.048 -0.033 -0.080 0.085
H -5.8151 -0.6982 -5.9355 -0.066 -0.078 -0.055 0.078
C -5.9655 7.0160 -4.4427 0.266 -0.186 0.218 -0.082
N -5.9665 6.8719 -2.9991 -0.112 0.040 -0.066 0.011
C -6.9629 7.1821 -2.1275 0.008 -0.020 0.045 -0.545
C -8.2401 7.7456 -2.6993 0.144 -0.017 0.094 -0.004
O -6.8066 7.0022 -0.9275 -0.028 0.005 0.018 0.016
H -5.8073 6.0423 -4.9130 -0.053 0.021 -0.063 0.077
H -5.1602 7.6848 -4.7476 -0.080 0.048 -0.127 0.073
H -6.9034 7.4310 -4.7910 0.005 0.069 0.007 0.064
H -5.1419 6.5015 -2.5543 0.014 -0.010 -0.001 0.133
H -8.9330 7.9409 -1.8914 -0.023 -0.016 0.033 0.050
H -8.0456 8.6789 -3.2304 -0.026 -0.052 -0.109 0.083
H -8.7008 7.0350 -3.3866 -0.003 0.061 -0.072 0.091
C -5.0253 -1.4469 2.2091 0.461 -0.056 0.438 -0.063
N -4.6746 -1.5630 3.6144 -0.222 -0.010 0.012 0.019
C -5.5054 -1.6657 4.6868 0.044 0.003 0.042 -0.554
C -6.9920 -1.6568 4.4130 -0.001 -0.001 0.046 -0.012
O -5.0571 -1.7618 5.8157 -0.025 -0.012 0.013 0.034
H -4.5888 -2.2827 1.6655 -0.167 0.049 -0.233 0.064
H -4.6162 -0.5158 1.8146 -0.100 -0.044 -0.095 0.067
H -6.1018 -1.4500 2.0791 -0.013 -0.013 0.006 0.075
H -3.6981 -1.5714 3.8628 0.022 0.011 -0.009 0.129
H -7.5128 -1.7461 5.3608 0.044 -0.002 0.038 0.081
H -7.2916 -0.7249 3.9321 -0.030 -0.038 -0.064 0.083
H -7.2739 -2.4953 3.7749 -0.031 0.050 -0.056 0.082
C 6.6540 -1.0206 2.8606 0.235 -0.133 0.021 -0.057
N 7.0105 -2.3247 3.3791 -0.087 -0.187 0.048 0.034
C 6.2828 -3.1505 4.1584 0.070 0.097 -0.004 -0.542
C 4.8930 -2.7082 4.5525 -0.010 -0.117 0.012 -0.005
O 6.7523 -4.2205 4.5375 0.030 -0.008 0.125 0.008
H 6.6911 -1.0319 1.7726 -0.054 0.056 -0.003 0.049
H 7.3621 -0.2716 3.2193 -0.061 0.056 0.010 0.089
H 5.6543 -0.7379 3.1748 -0.025 -0.009 0.009 0.074
H 7.9254 -2.6991 3.1591 0.282 0.172 -0.120 0.105
H 4.4516 -3.4783 5.1772 0.037 -0.035 0.001 0.081
H 4.9302 -1.7752 5.1156 -0.043 0.040 -0.057 0.084
H 4.2674 -2.5681 3.6699 -0.011 0.088 0.011 0.076
C 10.6727 -8.2836 10.1572 -0.066 0.001 -0.301 -0.075
N 11.2246 -7.5153 9.0574 0.032 0.013 0.112 0.011
C 12.2006 -6.5712 9.0949 0.009 0.017 -0.048 -0.543
C 12.8132 -6.2564 10.4393 0.026 0.038 -0.034 -0.010
O 12.5580 -6.0062 8.0738 0.066 -0.014 0.063 0.025
H 10.8235 -9.3503 9.9842 0.009 -0.017 0.092 0.083
H 9.6013 -8.0977 10.2456 0.003 -0.010 0.093 0.084
H 11.1507 -8.0125 11.0919 0.017 0.015 0.010 0.070
H 10.8591 -7.6790 8.1327 -0.013 -0.017 -0.009 0.135
H 13.5681 -5.4898 10.2986 -0.003 0.008 -0.058 0.082
H 12.0575 -5.8845 11.1319 0.014 -0.060 0.053 0.085
H 13.2850 -7.1417 10.8666 -0.046 0.002 0.067 0.084
C -3.8499 12.1653 -6.9151 -0.119 -0.211 -0.195 -0.078
N -4.8884 11.1672 -6.7444 0.041 0.066 0.089 0.006
C -5.6375 10.9107 -5.6390 -0.030 -0.007 0.025 -0.549
C -5.3809 11.7551 -4.4128 -0.041 -0.037 0.014 -0.007
O -6.4797 10.0287 -5.6494 -0.021 -0.027 0.005 0.025
H -4.1157 12.8519 -7.7206 0.044 0.073 0.044 0.083
H -2.9038 11.6854 -7.1709 0.050 0.068 0.047 0.083
H -3.7139 12.7361 -6.0035 -0.007 0.002 0.023 0.070
H -5.1089 10.5704 -7.5256 0.000 -0.001 -0.021 0.138
H -6.0525 11.4267 -3.6260 -0.026 -0.044 -0.025 0.081
H -4.3526 11.6375 -4.0693 0.014 0.078 -0.005 0.085
H -5.5700 12.8086 -4.6213 0.076 0.021 0.020 0.084
C -12.9675 11.0701 0.3994 0.004 0.049 -0.310 -0.080
N -12.3323 10.3663 -0.6976 -0.001 -0.028 0.113 0.005
C -11.5521 9.2534 -0.6456 0.041 -0.038 -0.014 -0.542
C -11.2923 8.6463 0.7132 0.024 -0.035 -0.036 -0.006
O -11.0838 8.7747 -1.6647 -0.101 0.033 0.015 0.028
H -14.0501 11.0854 0.2616 -0.015 -0.002 0.096 0.082
H -12.6123 12.1012 0.4425 -0.009 0.002 0.097 0.082
H -12.7448 10.5870 1.3441 0.013 -0.018 0.010 0.070
H -12.4644 10.7198 -1.6316 -0.005 0.013 -0.012 0.138
H -10.6567 7.7762 0.5827 0.016 0.007 -0.054 0.084
H -10.7832 9.3576 1.3642 -0.055 -0.005 0.055 0.085
H -12.2260 8.3353 1.1834 0.012 0.049 0.063 0.083
```
Forces are in eV/Å.

Properties
Total charge: 0
DFT total energy: -3742.0793 a.u.
Maximum force: 0.0250 hartree/bohr
Lowest unoccupied orbital energy: 0.0212 Ha
Highest occupied orbital energy: -8.8426 eV
SMILES string: CCCCCCCCCCCCCCCO[P@](=O)(OCCC)OOCC.CNC(C)=O.CNC(C)=O.CNC(C)=O.CNC(C)=O.CNC(C)=O.CNC(C)=O.CNC(C)=O.CNC(C)=O.CNC(C)=O